Entry from the OMol25 dataset: C2H2NO2S as an isolated structure (wB97M-V/def2-TZVPD).

Geometry as XYZ:
```
8
C2H2NO2S (wB97M-V/def2-TZVPD)
C 0.456 0.289 0.508
C 0.684 -0.733 -0.339
N -0.829 0.472 0.888
O -0.902 2.212 -0.607
O -0.463 -1.433 -0.710
S -1.731 -0.702 0.180
H 1.200 0.961 0.895
H 1.587 -1.064 -0.815
```

Multiplicity = 1
Lowest unoccupied orbital energy (alpha / beta) = 3.64 / 3.58 eV
Charge = -1
ΔE to the lowest compared entry with this formula, charge and spin = 651.8 kJ/mol
Highest occupied orbital energy (alpha / beta) = -1.976 / -2.822 eV

Atom charges from the Löwdin analysis, given in e for atoms 1 to 4: C -0.3435; C -0.2327; N -0.3610; O -0.7021